Entry from the Open Molecules 2025 dataset: C16H25N3O5PS2Sr as an isolated structure at a distorted geometry (ωB97M-V/def2-TZVPD).

Lowest unoccupied orbital energy = -3.0 eV
HOMO energy = -9.58 eV
Relative energy (zero: lowest compared OMol25 entry of this formula, charge and spin) = 170.9 kJ/mol
Molecular weight = 522.12 g mol⁻¹
Calculated total energy = -63497.5351 eV
Kohn-Sham gap = 6.54 eV

The geometry in ORCA input format:
```
! RIJCOSX wB97M-V def2-TZVPD def2/J DEFGRID3
* xyz 1 1
Sr 0.8629 1.0520 0.8900
C 1.5547 3.5476 1.0214
C 0.6189 4.1241 0.1307
C 1.1062 3.9607 -1.1695
C 2.3330 3.2719 -1.1046
C 2.6385 3.0465 0.2460
H 1.6203 3.8003 2.0768
H -0.3190 4.5923 0.3941
H 0.6153 4.3003 -2.0704
H 2.9546 2.9905 -1.9427
H 3.5522 2.6037 0.6224
O 0.6236 -2.2162 -2.2609
C 1.1802 -2.2018 -1.1843
N 0.8814 -1.2747 -0.1963
S 1.7033 -1.6283 1.1723
O 0.7382 -1.8348 2.2354
O 2.6410 -0.5501 1.4945
C 2.5373 -3.0499 0.6005
C 3.4150 -3.8808 1.2671
C 3.9519 -4.9278 0.5290
C 3.6134 -5.1107 -0.8108
C 2.7234 -4.2609 -1.4551
C 2.1859 -3.2159 -0.7264
H 3.6744 -3.7265 2.3051
H 4.6449 -5.6112 1.0001
H 4.0545 -5.9329 -1.3578
H 2.4523 -4.3987 -2.4928
N -1.9156 -1.2081 -0.0409
C -2.4950 -0.9140 1.3112
P -2.7745 0.9021 1.4937
O -4.0211 1.3299 0.8255
O -1.4528 1.5704 1.2230
C -3.0958 1.2762 3.2803
N -3.3304 2.7632 3.1735
H -2.2785 -2.0849 -0.4100
H -0.8742 -1.2998 -0.0032
H -2.0608 -0.4484 -0.7623
H -1.7876 -1.3040 2.0450
H -3.4456 -1.4337 1.4113
H -2.2731 1.0960 3.9677
H -4.0167 0.8297 3.6471
H -2.4955 3.2175 2.7854
H -3.5697 3.1974 4.0642
H -4.0893 2.9097 2.4923
C -2.4123 -0.1233 -3.7526
S -2.1234 1.0778 -2.4370
C -0.4037 1.4871 -2.8030
H -2.3793 0.3660 -4.7243
H -3.4079 -0.5438 -3.6160
H -1.6673 -0.9185 -3.7194
H 0.2137 0.5888 -2.8383
H -0.0276 2.1983 -2.0628
H -0.3745 1.9997 -3.7642
*
```

Löwdin population analysis, charges in e, atoms 1 to 6: number 1, Sr, carries 1.5389; number 2, C, carries -0.3621; number 3, C, carries -0.1877; number 4, C, carries -0.1839; number 5, C, carries -0.1603; number 6, C, carries -0.2776



Entry from the Open Molecules 2025 dataset: C32H42As3N4ORu as an isolated structure at a distorted geometry (ωB97M-V/def2-TZVPD).

Lowest unoccupied orbital energy = -3.6 eV
HOMO energy = -10.23 eV
Molecular weight = 824.55 g mol⁻¹
Calculated total energy = -226963.2414 eV
Kohn-Sham gap = 6.62 eV

The geometry in ORCA input format:
```
! RIJCOSX wB97M-V def2-TZVPD def2/J DEFGRID3
* xyz 1 1
Ru 0.3891 -0.0745 -1.3264
C -1.2447 -3.8077 -1.5841
As -1.3334 -1.8393 -1.6802
C -2.1929 -1.8559 -3.4401
C -2.9450 -1.4644 -0.5758
C -2.8129 -1.3356 0.9616
C -1.7683 -2.3213 1.4735
C -2.4316 0.0946 1.3777
As -0.5853 0.6974 0.9619
C -0.7851 2.5883 1.4659
C 0.4556 0.1714 2.5423
C -4.1978 -1.6712 1.5512
As -4.6977 -1.8361 3.5093
C -3.3669 -0.8427 4.5921
C -3.9754 -3.6299 3.9031
H -0.9322 -4.1959 -0.6181
H -0.5284 -4.1476 -2.3371
H -2.2202 -4.2292 -1.8324
H -3.1015 -2.4647 -3.4181
H -1.4953 -2.2957 -4.1596
H -2.4487 -0.8548 -3.7746
H -3.6286 -2.2899 -0.8085
H -3.4019 -0.5533 -0.9817
H -0.8073 -2.1460 0.9689
H -2.0924 -3.3435 1.2817
H -1.6235 -2.1989 2.5444
H -2.5514 0.2036 2.4585
H -3.1107 0.8167 0.9048
H -1.1842 2.6650 2.4813
H -1.4464 3.1189 0.7816
H 0.1957 3.0675 1.4312
H -0.0664 0.4416 3.4628
H 1.4035 0.7131 2.5039
H 0.6794 -0.8939 2.5395
H -4.5105 -2.6497 1.1700
H -4.9168 -0.9505 1.1464
H -3.4915 0.2332 4.4879
H -2.3367 -1.1212 4.3808
H -3.5754 -1.0930 5.6319
H -4.4052 -4.3679 3.2293
H -4.2654 -3.8994 4.9176
H -2.8910 -3.6745 3.8391
N 9.9905 1.9155 1.7561
C 8.9228 1.6994 1.3993
C 7.6056 1.4361 0.9621
C 6.5600 2.2794 1.3470
C 5.2788 2.0251 0.9099
C 5.0001 0.9131 0.1096
C 6.0554 0.0675 -0.2581
C 7.3440 0.3306 0.1504
C 3.6401 0.6377 -0.3411
C 2.8877 1.6685 -0.9454
C 3.2981 2.9794 -1.2742
C 2.2111 3.6038 -1.8880
C 1.1932 2.6719 -1.9265
N 1.5996 1.5027 -1.3706
C 3.1307 -0.6751 -0.1868
C 3.7238 -1.7159 0.5479
C 2.8820 -2.8332 0.4362
C 1.8157 -2.4427 -0.3399
N 1.9411 -1.1328 -0.7089
H 6.7650 3.1240 1.9876
H 4.4685 2.6709 1.2178
H 5.8578 -0.7786 -0.8992
H 8.1603 -0.3066 -0.1577
H 4.2739 3.3937 -1.1185
H 2.1713 4.6061 -2.2664
H 0.1953 2.8035 -2.3104
H 4.6354 -1.6581 1.1080
H 3.0527 -3.8039 0.8573
H 0.9934 -3.0444 -0.6888
O -1.3645 0.8944 -2.2872
N -2.0768 1.8076 -2.9052
C -2.2026 1.7712 -4.2536
C -3.1111 2.5794 -4.8878
C -3.8870 3.4751 -4.1535
C -3.6956 3.5327 -2.7736
C -2.7908 2.6965 -2.1749
H -1.5650 1.0649 -4.7704
H -3.2284 2.4966 -5.9557
H -4.6116 4.1068 -4.6414
H -4.2670 4.2110 -2.1611
H -2.6082 2.6630 -1.1077
*
```

Löwdin population analysis, charges in e, atoms 1 to 6: number 1, Ru, carries 0.7288; number 2, C, carries -0.2860; number 3, As, carries 1.0903; number 4, C, carries -0.2732; number 5, C, carries -0.3092; number 6, C, carries -0.6694



Entry from the Open Molecules 2025 dataset: a 13-piece molecular cluster, C13H52O13 overall at a distorted geometry (ωB97M-V/def2-TZVPD).

Lowest unoccupied orbital energy = 0.3 eV
HOMO energy = -9.44 eV
Relative energy (zero: lowest compared OMol25 entry of this formula, charge and spin) = 102.4 kJ/mol
Molecular weight = 416.55 g mol⁻¹
Calculated total energy = -40936.9599 eV
Kohn-Sham gap = 9.72 eV

The geometry in ORCA input format:
```
! RIJCOSX wB97M-V def2-TZVPD def2/J DEFGRID3
* xyz 0 1
C -3.6464 -1.8182 1.3439
O -2.8519 -2.3663 2.3856
H -3.3070 -0.8703 0.9158
H -3.8159 -2.5493 0.5537
H -4.6409 -1.6501 1.7849
H -2.8150 -1.6571 3.0500
C 0.4098 5.0087 -0.5588
O 1.7686 5.3369 -0.5390
H -0.1574 5.7885 -1.0667
H 0.1948 4.0662 -1.0787
H 0.0268 4.9056 0.4640
H 2.3282 4.5428 -0.5204
C 0.7001 -2.0172 3.1390
O 1.2367 -1.8476 4.4491
H 0.6995 -3.0494 2.7758
H -0.3248 -1.6443 3.0471
H 1.3274 -1.4343 2.4695
H 0.6241 -2.2851 5.0498
C 0.2848 0.9729 0.5224
O -0.8709 0.2329 0.1266
H 0.7336 1.5871 -0.2589
H 0.0239 1.6131 1.3735
H 1.0198 0.2790 0.9297
H -1.5006 0.8981 -0.2049
C 2.9471 -0.0807 -2.6602
O 2.2321 -0.8444 -3.6440
H 3.1523 -0.7425 -1.8174
H 3.8208 0.3368 -3.1560
H 2.2853 0.6984 -2.2881
H 2.8408 -1.3713 -4.1643
C 5.4400 0.3791 0.5523
O 4.0257 0.4853 0.5099
H 5.8812 0.4085 -0.4514
H 5.8708 1.1770 1.1553
H 5.7373 -0.5751 0.9985
H 3.6774 -0.4162 0.4083
C -1.1277 -1.3720 -3.3207
O -2.0530 -2.4487 -3.3183
H -1.4761 -0.5335 -3.9385
H -0.9557 -0.9927 -2.3080
H -0.1699 -1.6838 -3.7291
H -2.8774 -2.0688 -2.9767
C 3.3017 -3.3436 0.8733
O 2.8347 -2.0315 0.6115
H 2.6423 -3.8538 1.5818
H 3.3923 -3.9206 -0.0509
H 4.2777 -3.2733 1.3538
H 1.9083 -2.0845 0.2967
C -0.6267 -3.4938 -0.2607
O 0.2164 -2.3645 -0.1388
H -1.0561 -3.7638 0.7084
H -1.4735 -3.4056 -0.9480
H -0.0245 -4.2964 -0.6872
H -0.2531 -1.5162 -0.1919
C -2.7025 1.1402 3.8441
O -3.1240 -0.1803 4.1581
H -1.9905 1.5061 4.5811
H -2.2634 1.1559 2.8469
H -3.5747 1.7997 3.7741
H -3.2482 -0.2891 5.1025
C -3.8902 2.4309 -0.1602
O -2.7755 2.0474 -0.9276
H -4.0936 1.7212 0.6448
H -3.7210 3.3616 0.3938
H -4.8138 2.5430 -0.7317
H -2.3732 2.7987 -1.3720
C 4.3039 3.1140 -1.4727
O 3.2577 2.9604 -0.5185
H 5.1345 3.6199 -0.9664
H 4.6688 2.1453 -1.8123
H 4.0106 3.7478 -2.3071
H 3.3365 2.0728 -0.1238
C -4.5215 -0.1839 -2.1042
O -4.6957 -1.4477 -2.8091
H -4.3590 0.5549 -2.8873
H -5.3252 0.0195 -1.3974
H -3.6016 -0.3555 -1.5475
H -5.4767 -1.3331 -3.3603
*
```

Löwdin population analysis, charges in e, atoms 1 to 6: number 1, C, carries -0.1644; number 2, O, carries -0.1365; number 3, H, carries 0.0536; number 4, H, carries 0.0787; number 5, H, carries 0.0801; number 6, H, carries 0.0239



Entry from the Open Molecules 2025 dataset: C4H6N2 as an isolated structure at a distorted geometry (ωB97M-V/def2-TZVPD).

Lowest unoccupied orbital energy = 0.8 eV
HOMO energy = -8.94 eV
Relative energy (zero: lowest compared OMol25 entry of this formula, charge and spin) = 415.0 kJ/mol
Molecular weight = 82.11 g mol⁻¹
Calculated total energy = -7221.2900 eV
Kohn-Sham gap = 9.77 eV

The geometry in ORCA input format:
```
! RIJCOSX wB97M-V def2-TZVPD def2/J DEFGRID3
* xyz 0 1
C 1.2075 -0.3512 0.7448
C -0.2757 -0.5092 0.8660
N -1.0781 1.0814 0.2087
C -1.0489 -0.2736 -0.3792
C -0.3765 -0.3073 -1.6810
N 0.1928 -0.3943 -2.6847
H 1.6072 0.0885 -0.1826
H 1.6146 0.1802 1.6115
H 1.5865 -1.3793 0.8151
H -1.0843 0.9193 1.2419
H -0.2946 1.6481 -0.1073
H -2.0505 -0.7027 -0.4532
*
```

Löwdin population analysis, charges in e, atoms 1 to 6: number 1, C, carries -0.1514; number 2, C, carries -0.0697; number 3, N, carries 0.0777; number 4, C, carries -0.3955; number 5, C, carries -0.1887; number 6, N, carries 0.1604



Entry from the Open Molecules 2025 dataset: an isolated ion of composition C4H12N6 and charge +2 at a distorted geometry (ωB97M-V/def2-TZVPD).

Lowest unoccupied orbital energy = -7.8 eV
HOMO energy = -16.42 eV
SMILES = NCc1nc(C[NH3+])[nH][n+]1N
Relative energy (zero: lowest compared OMol25 entry of this formula, charge and spin) = 325.1 kJ/mol
Molecular weight = 144.18 g mol⁻¹
Calculated total energy = -13263.4039 eV
Kohn-Sham gap = 8.65 eV

The geometry in ORCA input format:
```
! RIJCOSX wB97M-V def2-TZVPD def2/J DEFGRID3
* xyz 2 1
C 0.8426 -0.2502 -0.9905
C -0.3337 0.1385 0.8276
C 1.5149 -1.1904 -1.9322
C -1.1967 0.0022 2.1121
N 0.1853 -0.7894 0.0632
N 0.7537 1.0400 -1.0737
N -0.2072 1.3744 0.3772
N -2.3104 0.9739 2.0455
N -0.3832 2.6282 0.6555
N 1.0888 -2.6065 -1.7161
H 1.5049 -1.0148 -3.0576
H 2.5633 -1.2259 -1.5493
H -1.6809 -0.9288 1.9439
H -0.5434 0.0594 3.0048
H 1.0834 1.6603 -1.8107
H -3.0559 0.6674 2.6158
H -2.0652 1.9739 2.3723
H 0.2829 3.2982 0.9601
H -0.9317 3.1614 -0.0833
H 0.2039 -2.7694 -2.1939
H 0.8199 -2.9482 -0.7219
H 1.8648 -3.2540 -1.8488
*
```

Löwdin population analysis, charges in e, atoms 1 to 6: number 1, C, carries -0.3185; number 2, C, carries -0.2125; number 3, C, carries -0.0394; number 4, C, carries -0.1225; number 5, N, carries 0.1636; number 6, N, carries 0.2616